<P>
# C4H11NS

C4H11NS in the gas phase (wB97M-V/def2-TZVPD, the OMol25 dataset).

Computed properties:
SMILES ... CN[C@@H](C)CS
HOMO level ... -0.2983 Eh
Gap between HOMO and LUMO ... 9.07 eV

Structure (ORCA input):
```
! wB97M-V def2-TZVPD RIJCOSX def2/J DEFGRID3
* xyz 0 1
H -0.191 2.326 -0.336
H -1.443 2.090 0.890
C -0.746 -0.828 -0.571
H -0.615 -0.020 1.440
C -0.945 1.634 0.037
N 1.118 0.354 0.506
C 2.103 -0.721 0.493
H 2.323 -1.086 1.498
H -2.605 -1.630 -1.733
H 3.014 -0.263 0.102
H 1.785 -1.442 -0.254
H -1.769 1.439 -0.646
S -2.549 -1.104 -0.504
H 1.452 1.285 0.606
H -0.262 -1.780 -0.389
C -0.337 0.282 0.407
H -0.333 -0.536 -1.547
*
```

Results of the natural (NBO) charge analysis, in e, for atoms 1 through 2: 0.21 0.22

<Q>
# C4H11NS

2 unconnected molecules or ions with the total composition C4H11NS (wB97M-V/def2-TZVPD, the OMol25 dataset).

Computed properties:
HOMO level ... -0.2867 Eh
Gap between HOMO and LUMO ... 4.49 eV

Structure (ORCA input):
```
! wB97M-V def2-TZVPD RIJCOSX def2/J DEFGRID3
* xyz 0 1
H 3.139 0.432 0.687
C 2.340 1.155 0.384
H 0.629 -0.014 0.912
C 1.029 0.426 -0.028
C -0.119 -0.708 -1.632
H -0.096 -1.216 -2.560
H -2.337 -0.617 2.309
H 0.306 1.178 -0.284
H -0.694 0.330 -1.777
S -2.452 0.771 0.269
C -2.347 -0.790 1.216
H -1.413 -1.327 0.892
N 1.205 -0.480 -1.112
H -0.851 -1.257 -0.981
H 2.188 1.836 1.247
H -3.190 -1.433 0.972
H 2.665 1.714 -0.514
*
```

Results of the natural (NBO) charge analysis, in e, for atoms 1 through 2: 0.22 -0.62

Stability check: which of them is most stable? <P>.

<P>
# C4H11NS

C4H11NS in the gas phase (wB97M-V/def2-TZVPD, the OMol25 dataset).

Computed properties:
SMILES ... NCCCCS
HOMO level ... -0.3313 Eh
Gap between HOMO and LUMO ... 9.94 eV

Structure (ORCA input):
```
! wB97M-V def2-TZVPD RIJCOSX def2/J DEFGRID3
* xyz 0 1
H -1.435 -1.916 0.179
H 0.282 -3.185 -0.910
H 1.426 0.427 0.157
C -0.703 -1.176 -0.140
H 0.929 1.372 1.516
H -0.172 1.576 -1.319
C 0.548 0.914 0.602
N -0.985 2.839 0.152
S 0.864 -2.055 -0.492
H -0.719 3.806 0.256
C 0.106 2.009 -0.351
H -1.064 -0.768 -1.084
H 0.972 2.633 -0.563
H -1.506 0.382 1.006
H -1.383 2.481 1.015
C -0.533 -0.118 0.924
H -0.336 -0.604 1.877
*
```

Results of the natural (NBO) charge analysis, in e, for atoms 1 through 2: 0.22 0.13

<Q>
# C4H11NS

3 unconnected molecules or ions with the total composition C4H11NS (wB97M-V/def2-TZVPD, the OMol25 dataset).

Computed properties:
HOMO level ... -0.2847 Eh
Gap between HOMO and LUMO ... 3.77 eV

Structure (ORCA input):
```
! wB97M-V def2-TZVPD RIJCOSX def2/J DEFGRID3
* xyz 0 1
H 0.468 2.339 -0.166
C -0.849 1.091 0.426
H -1.389 -1.991 2.111
C 0.062 0.955 1.538
H -0.380 -3.432 -1.459
H -1.295 0.072 0.042
H -1.314 -2.665 1.853
H 1.373 -0.592 0.621
H -0.125 0.134 -1.847
N -0.205 1.774 -0.679
H -1.810 1.589 0.694
H 0.690 1.652 -2.480
H 1.646 -0.157 2.369
C 0.488 1.009 -1.665
H 1.384 0.554 -1.270
S 0.241 -2.287 -1.596
C 1.013 -0.045 1.509
*
```

Results of the natural (NBO) charge analysis, in e, for atoms 1 through 2: 0.36 -0.38

Stability check: which of them is most stable? <P>.

<P>
# C4H11NS

C4H11NS in the gas phase (wB97M-V/def2-TZVPD, the OMol25 dataset).

Computed properties:
SMILES ... C[C@H](N)CCS
HOMO level ... -0.3221 Eh
Gap between HOMO and LUMO ... 9.54 eV

Structure (ORCA input):
```
! wB97M-V def2-TZVPD RIJCOSX def2/J DEFGRID3
* xyz 0 1
H 0.135 3.087 -0.478
H 2.218 -1.220 -0.880
C 0.511 -0.476 -0.102
H 0.901 -0.833 -2.160
S -0.121 2.392 0.722
C -0.942 -0.011 -0.358
H -2.252 1.629 0.246
C -1.409 1.186 0.608
H -1.676 0.797 1.580
N 0.476 -1.010 1.364
H -1.655 -0.969 -0.197
H 1.103 0.475 -0.091
H 1.292 -1.655 1.543
C 1.150 -1.266 -1.136
H -1.104 0.346 -1.440
H 0.599 -0.263 2.027
H 0.774 -2.209 -1.251
*
```

Results of the natural (NBO) charge analysis, in e, for atoms 1 through 2: 0.15 0.21

<Q>
# C4H11NS

C4H11NS in the gas phase (wB97M-V/def2-TZVPD, the OMol25 dataset).

Computed properties:
SMILES ... NCCCCS
HOMO level ... -0.3285 Eh
Gap between HOMO and LUMO ... 9.83 eV

Structure (ORCA input):
```
! wB97M-V def2-TZVPD RIJCOSX def2/J DEFGRID3
* xyz 0 1
H -1.542 1.024 1.494
C 1.367 -0.146 -0.084
H 0.297 1.782 0.064
C 0.474 -1.225 -0.718
H -1.529 -1.510 -1.385
N -0.577 -0.005 -2.576
H -0.608 -0.715 -3.300
H -1.321 0.649 -2.784
H 1.492 1.454 1.304
H 1.983 -0.619 0.679
C -0.861 -0.656 -1.292
C 0.708 1.005 0.700
H 1.036 -1.449 -1.624
S -0.461 0.408 1.987
H 2.004 0.299 -0.824
H 0.390 -2.126 -0.118
H -1.169 0.096 -0.579
*
```

Results of the natural (NBO) charge analysis, in e, for atoms 1 through 2: 0.12 -0.41

Stability check: which of them is most stable? <Q>.

<P>
# C4H11NS

C4H11NS in the gas phase (wB97M-V/def2-TZVPD, the OMol25 dataset).

Computed properties:
SMILES ... CCNCCS
HOMO level ... -0.3224 Eh
Gap between HOMO and LUMO ... 9.71 eV

Structure (ORCA input):
```
! wB97M-V def2-TZVPD RIJCOSX def2/J DEFGRID3
* xyz 0 1
C -0.904 -0.390 -0.431
H -3.222 -0.929 2.713
H -0.078 0.628 -2.006
H -2.246 0.742 0.895
H 1.653 -0.714 -1.374
S -2.660 -1.423 1.585
H 3.348 0.031 -0.686
C 2.210 -0.190 -0.552
H -0.698 0.001 1.566
H -0.500 -1.388 -0.210
H 2.030 -0.778 0.571
C -1.572 -0.054 0.888
N -0.059 0.713 -0.911
H 1.719 1.897 -1.190
H -1.650 -0.659 -1.096
H 1.289 1.419 0.673
C 1.341 1.094 -0.435
*
```

Results of the natural (NBO) charge analysis, in e, for atoms 1 through 2: -0.24 0.14

<Q>
# C4H11NS

C4H11NS in the gas phase (wB97M-V/def2-TZVPD, the OMol25 dataset).

Computed properties:
SMILES ... CSCCCN
HOMO level ... -0.2939 Eh
Gap between HOMO and LUMO ... 9.07 eV

Structure (ORCA input):
```
! wB97M-V def2-TZVPD RIJCOSX def2/J DEFGRID3
* xyz 0 1
H -0.839 0.543 -1.551
N -2.121 -1.085 -0.123
H 0.843 0.651 1.026
H -2.050 -1.367 -1.075
H 0.025 -0.896 0.531
C 0.447 0.090 0.184
H -2.904 0.829 -0.679
H 3.833 -0.928 -0.095
S 1.809 -0.244 -0.803
C -2.118 0.315 0.031
H -0.408 1.945 -0.469
H -3.003 -1.354 0.213
H 3.559 0.840 0.513
H -2.262 0.609 1.101
C -0.711 0.848 -0.452
C 3.128 -0.171 0.387
H 2.771 -0.626 1.260
*
```

Results of the natural (NBO) charge analysis, in e, for atoms 1 through 2: 0.19 -0.83

Stability check: which of them is most stable? <Q>.

<P>
# C4H11NS

2 unconnected molecules or ions with the total composition C4H11NS (wB97M-V/def2-TZVPD, the OMol25 dataset).

Computed properties:
HOMO level ... -0.2776 Eh
Gap between HOMO and LUMO ... 4.31 eV

Structure (ORCA input):
```
! wB97M-V def2-TZVPD RIJCOSX def2/J DEFGRID3
* xyz 0 1
H -1.127 3.253 -0.740
H 0.287 -0.651 -1.324
C -0.327 -1.574 -1.025
H -1.355 -1.242 -1.230
H -0.166 -1.438 2.201
C -0.058 -0.997 1.212
C 1.295 -0.253 1.165
H -0.843 -0.240 1.061
H 0.235 2.352 -0.162
H 1.295 0.566 1.879
H -1.396 1.626 -0.078
H -0.076 -2.316 -1.783
C -0.722 2.242 -0.676
H 2.092 -0.954 1.410
H 1.508 0.112 0.162
N -0.126 -2.034 0.242
S -0.515 1.547 -2.315
*
```

Results of the natural (NBO) charge analysis, in e, for atoms 1 through 2: 0.24 0.25

<Q>
# C4H11NS

2 unconnected molecules or ions with the total composition C4H11NS (wB97M-V/def2-TZVPD, the OMol25 dataset).

Computed properties:
HOMO level ... -0.2807 Eh
Gap between HOMO and LUMO ... 8.55 eV

Structure (ORCA input):
```
! wB97M-V def2-TZVPD RIJCOSX def2/J DEFGRID3
* xyz 0 1
C 1.057 -1.067 1.567
S 0.572 -0.078 0.426
C -2.436 -0.422 -0.136
H -2.696 -1.187 -0.787
H 0.555 -0.666 -1.886
C 1.362 -0.514 -1.166
H 1.854 -1.437 -0.960
H 0.338 -1.480 2.326
N 1.249 1.494 0.498
H -2.080 -0.724 0.879
H -2.133 1.625 0.110
C -2.383 0.843 -0.565
H 2.081 0.170 -1.517
H 2.066 -1.521 1.517
H 2.209 1.557 0.271
H -2.561 1.046 -1.558
H 0.946 2.361 0.980
*
```

Results of the natural (NBO) charge analysis, in e, for atoms 1 through 2: -1.05 1.03

<R>
# C4H11NS

2 unconnected molecules or ions with the total composition C4H11NS (wB97M-V/def2-TZVPD, the OMol25 dataset).

Computed properties:
SMILES ... C=NC.CSC
HOMO level ... -0.3106 Eh
Gap between HOMO and LUMO ... 9.60 eV

Structure (ORCA input):
```
! wB97M-V def2-TZVPD RIJCOSX def2/J DEFGRID3
* xyz 0 1
C -1.871 0.793 6.472
H -1.085 -0.014 6.252
H 3.367 -0.252 -4.264
H 0.942 -0.850 -2.207
H 1.368 -2.767 -2.518
C -2.463 2.522 4.951
C 0.780 -1.853 -2.787
C 2.358 -0.064 -4.531
H 2.261 0.182 -5.653
N -1.612 2.070 5.727
S 1.265 -1.548 -4.563
H -1.547 1.125 7.432
H 1.919 0.653 -3.892
H -2.916 0.355 6.619
H -0.314 -1.960 -2.889
H -2.332 3.525 4.636
H -3.436 1.897 4.769
*
```

Results of the natural (NBO) charge analysis, in e, for atoms 1 through 2: -0.47 0.21

Stability check: which of them is most stable? <R>.

<P>
# C2H8N3O2

A gas-phase ion, C2H8N3O2 (charge +1) (wB97M-V/def2-TZVPD, the OMol25 dataset).

Computed properties:
SMILES ... CCN[N+](=O)NO
HOMO level ... -0.5525 Eh
Gap between HOMO and LUMO ... 9.83 eV

Structure (ORCA input):
```
! wB97M-V def2-TZVPD RIJCOSX def2/J DEFGRID3
* xyz 1 1
N 1.092 -0.325 -0.211
H 0.084 1.192 0.028
C -2.382 0.189 0.256
H -2.690 1.015 -0.259
H -3.224 -0.380 0.244
H -1.203 -0.937 -1.335
O 3.447 0.223 0.120
N -0.045 0.224 -0.320
H -1.137 -1.552 0.354
H -2.394 0.382 1.335
O 1.520 -1.428 -0.155
N 2.296 0.935 0.081
H 3.452 -0.465 0.805
H 2.420 1.565 -0.702
C -1.237 -0.637 -0.239
*
```

Results of the natural (NBO) charge analysis, in e, for atoms 1 through 2: 0.47 0.45

<Q>
# C2H8N3O2

A gas-phase ion, C2H8N3O2 (charge +1) (wB97M-V/def2-TZVPD, the OMol25 dataset).

Computed properties:
SMILES ... CN(O)/C(N)=[NH+]\O
HOMO level ... -0.5395 Eh
Gap between HOMO and LUMO ... 11.30 eV

Structure (ORCA input):
```
! wB97M-V def2-TZVPD RIJCOSX def2/J DEFGRID3
* xyz 1 1
O 1.414 1.026 0.489
H -0.513 2.656 0.013
C -0.139 -0.737 0.181
O 1.725 -0.887 -1.426
H -1.857 -1.059 1.399
N 0.661 -1.361 -0.633
H -1.774 1.358 0.128
C -0.763 1.556 -0.143
H -0.686 1.315 -1.164
N -1.253 -1.303 0.561
H 2.309 -0.046 -1.022
N 0.109 0.691 0.692
H -1.734 -2.086 0.258
H 1.832 1.256 1.446
H 0.670 -2.377 -0.777
*
```

Results of the natural (NBO) charge analysis, in e, for atoms 1 through 2: -0.59 0.25

Stability check: which of them is most stable? <Q>.